C4H8NO2P | ωB97M-V/def2-TZVPD

Structure (ORCA input):
```
! RIJCOSX wB97M-V def2-TZVPD def2/J DEFGRID3
* xyz 0 1
C -1.89 -0.11 0.11
C -0.57 0.16 -0.50
N -0.18 1.55 -0.53
C 0.94 1.44 0.19
O 1.89 2.16 0.29
C 0.71 0.02 0.72
O 1.63 -0.96 0.52
P 3.04 -0.45 -0.46
H -1.95 0.13 1.12
H -2.07 -1.16 0.03
H -2.60 0.41 -0.51
H -0.45 -0.46 -1.36
H -0.35 2.30 -1.04
H 0.38 0.01 1.67
H 3.68 0.16 0.62
H 3.69 -1.78 -0.22
*
```

Calculated values
E_HOMO	-9.17	eV
largest force on an atom	6.00	eV/A
frontier orbital gap	10.0	eV
energy above the lowest of the compared OMol25 structures with the same formula, charge and spin	262.87	kJ/mol
LUMO energy	0.0290	Ha

C4H8NO2S | ωB97M-V/def2-TZVPD

Structure (ORCA input):
```
! RIJCOSX wB97M-V def2-TZVPD def2/J DEFGRID3
* xyz -1 1
O -2.64 -0.42 -0.47
C -1.48 0.01 -0.17
N -1.16 1.24 0.09
C 2.62 3.72 -0.23
O 2.54 4.50 -1.14
C -0.32 -1.04 -0.23
C -0.84 -2.19 0.59
S 0.39 -3.65 0.76
H -1.79 2.00 -0.16
H 3.27 3.95 0.62
H 2.04 2.77 -0.23
H -0.15 -1.28 -1.28
H 0.54 -0.54 0.20
H -1.14 -1.96 1.63
H -1.78 -2.62 0.19
H -0.09 -4.49 -0.17
*
```

Calculated values
E_HOMO	-3.55	eV
largest force on an atom	2.52	eV/A
frontier orbital gap	6.7	eV
energy above the lowest of the compared OMol25 structures with the same formula, charge and spin	205.01	kJ/mol
LUMO energy	0.1151	Ha

C4H8NO2S | ωB97M-V/def2-TZVPD

Structure (ORCA input):
```
! RIJCOSX wB97M-V def2-TZVPD def2/J DEFGRID3
* xyz -1 1
C -0.62 -0.69 0.04
N -1.73 0.19 0.45
C -1.51 0.63 1.84
O -2.41 0.57 2.63
O -0.31 1.29 2.02
C 0.45 0.07 -0.75
C 1.80 -0.32 -0.75
S 1.95 0.17 -3.62
H -0.88 -1.50 -0.64
H -0.30 -1.20 0.95
H -0.28 0.22 2.27
H 0.04 0.92 -1.29
H 0.99 -0.81 -1.60
H 2.38 0.12 -1.55
H 2.33 -0.69 0.11
H -1.91 1.03 -0.09
*
```

Calculated values
E_HOMO	-1.82	eV
largest force on an atom	6.02	eV/A
frontier orbital gap	4.1	eV
energy above the lowest of the compared OMol25 structures with the same formula, charge and spin	901.06	kJ/mol
LUMO energy	0.0844	Ha

C4H8NO2S | ωB97M-V/def2-TZVPD

Structure (ORCA input):
```
! RIJCOSX wB97M-V def2-TZVPD def2/J DEFGRID3
* xyz 1 1
C -1.33 0.34 0.26
C -0.15 1.38 0.43
C 1.36 -0.49 0.22
C 0.19 -1.45 -0.18
N 1.02 0.81 -0.38
O -3.55 -0.64 -0.33
O -1.07 -1.02 0.31
S -3.03 0.66 -0.03
H -0.35 2.24 -0.08
H 0.11 1.54 1.52
H 1.47 -0.28 1.36
H 2.33 -1.04 -0.10
H 0.11 -1.46 -1.27
H 0.34 -2.57 0.02
H 0.77 0.50 -1.38
H 1.79 1.46 -0.38
*
```

Calculated values
E_HOMO	-12.47	eV
largest force on an atom	4.40	eV/A
frontier orbital gap	8.2	eV
energy above the lowest of the compared OMol25 structures with the same formula, charge and spin	139.71	kJ/mol
LUMO energy	-0.1576	Ha

C4H8NO2Si | ωB97M-V/def2-TZVPD

Structure (ORCA input):
```
! RIJCOSX wB97M-V def2-TZVPD def2/J DEFGRID3
* xyz -1 1
C -2.93 0.00 0.04
C 1.40 0.44 -0.71
C 1.45 -0.93 -0.10
C 0.26 1.21 -0.10
N 0.03 -1.41 -0.02
O -3.22 1.20 -0.19
O -3.61 -1.02 -0.08
Si -1.02 -0.10 0.45
H 2.22 1.16 -0.50
H 1.49 0.41 -1.80
H 1.98 -1.82 -0.56
H 1.85 -1.01 0.96
H 0.48 1.94 0.72
H -0.05 1.89 -0.96
H -0.11 -2.32 0.36
H -0.22 0.36 2.48
*
```

Calculated values
E_HOMO	-3.94	eV
largest force on an atom	3.94	eV/A
frontier orbital gap	7.7	eV
energy above the lowest of the compared OMol25 structures with the same formula, charge and spin	160.18	kJ/mol
LUMO energy	0.1364	Ha

C4H8NO3 | ωB97M-V/def2-TZVPD

Structure (ORCA input):
```
! RIJCOSX wB97M-V def2-TZVPD def2/J DEFGRID3
* xyz -1 1
C 0.12 0.13 -1.42
C -0.13 -0.30 0.00
C -1.41 0.39 0.47
O -2.67 -0.61 -0.20
N 0.97 0.21 0.82
C 2.24 -0.55 0.78
O 2.11 -1.77 0.65
O 3.23 0.19 0.97
H -0.54 -0.36 -2.15
H 1.17 -0.06 -1.71
H -0.01 1.21 -1.54
H -0.22 -1.39 0.13
H -1.73 0.18 1.49
H -1.36 1.47 0.27
H -2.54 0.39 -0.13
H 0.78 0.86 1.56
*
```

Calculated values
E_HOMO	-3.95	eV
largest force on an atom	4.32	eV/A
frontier orbital gap	7.4	eV
energy above the lowest of the compared OMol25 structures with the same formula, charge and spin	448.69	kJ/mol
LUMO energy	0.1275	Ha

C4H8NO3 | ωB97M-V/def2-TZVPD

Structure (ORCA input):
```
! RIJCOSX wB97M-V def2-TZVPD def2/J DEFGRID3
* xyz -1 1
C -0.20 0.63 -2.40
C 0.99 1.16 -1.72
O 1.64 2.12 -2.07
N 1.27 0.64 -0.45
H 2.18 0.81 0.04
H 0.60 -0.07 -0.05
H -0.21 -0.48 -2.09
H -0.26 0.64 -3.44
H -1.02 0.94 -1.85
C -0.73 -0.37 2.35
C -0.59 -1.62 1.43
O -1.05 -2.65 1.92
O -0.28 -1.45 0.20
H -1.72 -0.01 2.46
H 0.12 0.41 2.24
H -0.73 -0.71 3.43
*
```

Calculated values
E_HOMO	-4.62	eV
largest force on an atom	4.93	eV/A
frontier orbital gap	8.5	eV
energy above the lowest of the compared OMol25 structures with the same formula, charge and spin	122.55	kJ/mol
LUMO energy	0.1414	Ha

C4H8NO3 | ωB97M-V/def2-TZVPD

Structure (ORCA input):
```
! RIJCOSX wB97M-V def2-TZVPD def2/J DEFGRID3
* xyz -1 1
O 0.00 2.22 -0.27
C -0.35 1.05 -0.42
C 0.64 -0.01 0.09
C 0.41 -0.10 1.60
O 0.67 1.13 2.30
N 0.63 -1.29 -0.59
C -0.75 -1.76 -1.00
O -1.32 -1.03 -1.97
H -1.27 0.71 -0.94
H 1.58 0.52 -0.14
H -0.61 -0.32 1.96
H 1.11 -0.84 1.99
H 0.82 1.81 1.63
H 1.16 -1.13 -1.44
H -1.40 -1.77 -0.10
H -0.51 -2.78 -1.37
*
```

Calculated values
E_HOMO	-3.06	eV
largest force on an atom	1.82	eV/A
frontier orbital gap	6.9	eV
energy above the lowest of the compared OMol25 structures with the same formula, charge and spin	374.78	kJ/mol
LUMO energy	0.1416	Ha

What is the formula in the eighth record?
C4H8NO3